An isolated molecule of C4H8N2 at a distorted geometry, computed with the ωB97M-V functional and the def2-TZVPD basis.

The geometry in XYZ format:
```
14
Properties=species:S:1:pos:R:3:forces:R:3
C 2.125608 0.550133 0.010537 2.40 1.33 1.25
N 1.936582 -0.674282 -0.315512 -1.48 1.07 0.89
N 0.588753 -1.152849 -0.199976 1.18 1.52 -0.62
C -0.387086 -0.278155 0.416340 1.25 -1.80 -0.43
C -0.977474 0.757917 -0.450664 -0.78 0.84 0.50
C -1.765426 -0.467338 -0.064587 -1.86 -0.48 -1.38
H 3.241466 0.953047 0.074290 -2.30 -1.19 -0.72
H 1.446873 1.326955 0.500253 0.32 -1.48 -0.98
H 0.670176 -2.074803 0.168008 -0.25 -0.56 0.21
H -0.239036 -0.082216 1.464531 0.04 0.29 0.35
H -0.684594 0.899188 -1.474002 0.36 -0.07 -0.09
H -1.299712 1.643911 0.110138 0.25 -0.13 -0.61
H -2.112799 -1.210367 -0.867920 1.07 1.10 1.43
H -2.543332 -0.191135 0.628565 -0.20 -0.45 0.21
```
Positions in Å, forces in eV/Å.

Values from the calculation:
HOMO-LUMO gap, eV: 10.17
Lowest unoccupied orbital energy, Ha: 0.04257
Charge: 0
DFT total energy, hartree: -266.61606
E_HOMO, eV: -9.01
SMILES string: C=NNC1CC1